[1]
Here is a structure of composition C19H43AuN2OP3Se in a non-equilibrium geometry from the OMol25 dataset. Energies are from the ωB97M-V functional and the def2-TZVPD basis.

ORCA input file:
```
! RIJCOSX wB97M-V def2-TZVPD def2/J DEFGRID3
* xyz 3 3
Au -0.25 -0.79 -0.88
P -1.72 -2.19 0.31
P 1.34 -0.51 1.23
P 1.51 -1.48 -2.31
H -2.98 3.36 -6.15
C -3.07 2.30 -6.50
C -3.42 1.29 -5.68
H -3.60 1.46 -4.62
C -2.84 -1.25 1.41
C -1.04 -3.49 1.43
C -2.73 -3.13 -0.89
C 2.47 0.92 1.18
C 0.53 -0.20 2.86
C 2.51 -1.85 1.73
C 0.92 -1.25 -4.01
C 2.02 -3.25 -2.14
C 3.09 -0.60 -2.17
H -3.00 2.18 -7.60
H -3.71 0.33 -6.13
H -3.12 -0.31 0.90
H -2.33 -1.00 2.35
H -3.76 -1.81 1.66
H -0.70 -3.07 2.39
H -0.20 -4.01 0.93
H -1.80 -4.26 1.65
H -3.45 -2.44 -1.37
H -3.30 -3.96 -0.45
H -2.04 -3.53 -1.65
H 3.26 0.85 1.95
H 1.92 1.85 1.34
H 2.95 0.99 0.19
H 1.28 -0.25 3.67
H -0.25 -0.95 3.06
H 0.07 0.79 2.85
H 3.10 -1.51 2.60
H 3.19 -2.08 0.90
H 1.95 -2.76 2.00
H 1.64 -1.58 -4.78
H 0.71 -0.18 -4.17
H -0.01 -1.81 -4.14
H 2.68 -3.55 -2.97
H 1.14 -3.90 -2.16
H 2.56 -3.40 -1.20
H 3.81 -0.92 -2.95
H 3.57 -0.79 -1.19
H 2.92 0.48 -2.28
C 0.82 3.47 -2.82
C -0.54 3.18 -3.05
C -1.03 3.06 -4.35
C -0.16 3.22 -5.44
C 1.21 3.45 -5.21
C 1.70 3.57 -3.91
Se 1.43 3.91 -1.04
H 0.00 4.21 -0.77
H -1.23 3.11 -2.21
H -2.08 2.80 -4.52
H -0.55 3.14 -6.46
H 1.90 3.55 -6.05
H 2.73 3.83 -3.68
C -3.88 2.27 3.13
N -2.70 3.09 3.00
C -1.74 2.87 2.05
N -0.66 3.72 2.19
O -1.78 1.95 1.23
H -3.64 1.34 3.66
H -4.29 2.06 2.13
H -4.60 2.85 3.72
H -2.49 3.82 3.66
H -0.01 3.75 1.40
H -0.87 4.59 2.65
*
```

Computed properties:
- HOMO level (spin up / spin down) (eV) = -16.63 / -16.63
- gap between HOMO and LUMO (spin up / spin down) (eV) = 7.728 / 4.471
- ΔE to the lowest compared entry with this formula, charge and spin (kJ/mol) = 22.72
- E (a.u.) = -4494.684759

[2]
Here is a cluster of 3 separate species, C19H43N2O3S in total in a non-equilibrium geometry from the OMol25 dataset. Energies are from the ωB97M-V functional and the def2-TZVPD basis.

ORCA input file:
```
! RIJCOSX wB97M-V def2-TZVPD def2/J DEFGRID3
* xyz 0 2
C 2.24 0.05 -0.18
C 1.74 -0.14 -1.77
N 0.64 0.87 -2.04
C -0.72 0.22 -2.19
S -0.69 -0.66 -3.88
C -1.13 -0.84 -1.01
C -2.66 -0.70 -0.44
C -3.81 -1.35 -1.45
C -2.72 -1.65 0.94
N -3.06 0.69 0.00
O -4.39 0.85 0.08
C -2.37 1.79 -0.78
C -1.19 2.40 0.18
C -3.47 3.03 -0.98
C -1.89 1.37 -2.29
H 1.80 -0.91 0.38
H 3.40 0.16 -0.08
H 1.63 0.97 0.26
H 2.71 0.07 -2.42
H 1.44 -1.26 -2.01
H 0.88 1.51 -2.83
H 0.15 -1.80 -3.81
H -1.01 -1.93 -1.48
H -0.41 -0.83 -0.07
H -4.13 -0.63 -2.32
H -3.41 -2.39 -1.81
H -4.75 -1.59 -0.76
H -1.96 -1.12 1.69
H -3.80 -1.71 1.39
H -2.24 -2.69 0.68
H -0.25 2.80 -0.39
H -1.68 3.19 0.91
H -0.83 1.51 0.88
H -4.34 2.75 -1.73
H -3.84 3.41 0.06
H -2.89 3.93 -1.51
H -1.37 2.33 -2.78
H -2.78 1.09 -3.03
C -4.18 -2.85 5.27
C -2.92 -2.33 5.94
O -2.27 -1.28 5.21
C -3.04 -0.10 4.98
C -3.49 0.58 6.26
H -3.95 -3.22 4.26
H -4.61 -3.67 5.85
H -4.94 -2.07 5.17
H -2.19 -3.15 6.02
H -3.12 -2.00 6.96
H -3.89 -0.33 4.34
H -2.40 0.58 4.42
H -4.14 -0.05 6.86
H -4.03 1.50 6.03
H -2.62 0.84 6.88
C 7.48 2.00 -3.70
C 7.06 1.34 -2.40
O 5.85 0.60 -2.50
C 5.85 -0.49 -3.43
C 6.89 -1.55 -3.13
H 6.69 2.66 -4.07
H 8.40 2.58 -3.56
H 7.68 1.26 -4.49
H 6.89 2.12 -1.65
H 7.86 0.71 -2.00
H 5.96 -0.11 -4.45
H 4.85 -0.94 -3.38
H 7.91 -1.15 -3.17
H 6.82 -2.37 -3.84
H 6.75 -1.95 -2.12
*
```

Computed properties:
- HOMO level (spin up / spin down) (eV) = -8.49 / -8.49
- gap between HOMO and LUMO (spin up / spin down) (eV) = 9.037 / 8.473
- ΔE to the lowest compared entry with this formula, charge and spin (kJ/mol) = 556.51
- E (a.u.) = -1482.843895

[3]
Here is a cluster of 9 separate species, C19H43N5O23S4 in total in a non-equilibrium geometry from the OMol25 dataset. Energies are from the ωB97M-V functional and the def2-TZVPD basis.

ORCA input file:
```
! RIJCOSX wB97M-V def2-TZVPD def2/J DEFGRID3
* xyz 1 2
C -7.03 -4.58 -18.05
N -7.56 -4.85 -16.69
O -8.73 -4.53 -16.44
O -6.82 -5.38 -15.88
H -7.47 -3.63 -18.32
H -7.36 -5.34 -18.76
H -5.96 -4.43 -17.91
C -10.97 -7.49 -11.13
N -11.19 -6.29 -12.02
O -10.39 -6.00 -12.90
O -12.21 -5.67 -11.82
H -10.29 -7.24 -10.31
H -10.47 -8.21 -11.78
H -11.92 -7.91 -10.82
C -9.32 -0.99 -14.66
C -10.79 -1.40 -14.36
O -10.82 -2.21 -13.18
S -9.30 -2.28 -12.46
O -8.56 -3.53 -12.81
O -9.40 -1.98 -11.04
O -8.86 -0.96 -13.33
H -9.29 -0.10 -15.29
H -8.86 -1.78 -15.24
H -11.26 -1.83 -15.25
H -11.47 -0.59 -14.10
C -10.24 -10.58 -9.18
C -11.40 -11.42 -9.52
O -12.54 -10.90 -8.79
S -12.22 -9.62 -7.81
O -12.00 -10.15 -6.42
O -13.19 -8.53 -7.92
O -10.80 -9.34 -8.62
H -9.49 -10.37 -9.94
H -9.60 -11.08 -8.45
H -11.37 -12.50 -9.39
H -11.63 -11.26 -10.58
C -6.00 -6.73 -12.71
C -7.26 -6.28 -12.21
O -7.86 -7.38 -11.65
S -6.71 -8.26 -10.72
O -6.98 -9.65 -10.63
O -6.22 -7.53 -9.57
O -5.67 -7.97 -12.03
H -5.13 -6.22 -12.29
H -5.95 -7.00 -13.77
H -7.87 -5.76 -12.95
H -7.36 -5.56 -11.40
C -6.42 -9.54 -15.65
C -5.76 -10.08 -16.82
O -6.38 -9.36 -17.87
S -8.00 -8.80 -17.43
O -8.89 -9.94 -17.33
O -8.41 -7.59 -18.19
O -7.37 -8.46 -15.93
H -5.69 -9.16 -14.94
H -6.87 -10.40 -15.15
H -5.85 -11.16 -16.92
H -4.70 -9.82 -16.93
C -2.32 -7.72 -14.40
O -2.67 -8.89 -14.53
N -2.80 -6.67 -15.10
C -2.31 -5.34 -14.92
C -3.62 -6.74 -16.31
H -1.59 -7.38 -13.66
H -1.67 -4.98 -15.72
H -1.77 -5.35 -13.97
H -3.17 -4.67 -14.88
H -4.40 -7.47 -16.09
H -3.99 -5.73 -16.51
H -2.98 -7.17 -17.08
C -3.00 -7.94 -8.11
O -2.26 -7.10 -7.53
N -2.61 -9.20 -8.16
C -3.52 -10.27 -8.79
C -1.47 -9.72 -7.39
H -3.99 -7.79 -8.57
H -3.81 -11.12 -8.17
H -3.05 -10.80 -9.61
H -4.36 -9.82 -9.32
H -1.66 -10.58 -6.75
H -0.55 -9.81 -7.98
H -1.17 -8.92 -6.72
C -4.37 -11.16 -13.03
O -5.51 -11.52 -13.29
N -3.34 -12.08 -12.85
C -1.97 -11.62 -12.55
C -3.45 -13.51 -12.99
H -4.17 -10.08 -13.13
H -1.66 -12.01 -11.57
H -1.82 -10.56 -12.76
H -1.28 -12.09 -13.25
H -4.42 -13.78 -12.58
H -3.58 -13.89 -14.01
H -2.60 -13.95 -12.47
*
```

Computed properties:
- HOMO level (spin up / spin down) (eV) = -11.51 / -11.51
- gap between HOMO and LUMO (spin up / spin down) (eV) = 7.980 / 3.049
- E (a.u.) = -4346.009723